Record 1
Computed, not measured: one molecule with the formula C2H7N5O, with the ωB97M-V functional and the def2-TZVPD basis.

Last column: natural (NBO) charge in e.
Positions of all 15 atoms, in Å:
H (-0.221, 2.034, 1.669)  0.341
N (-0.505, 1.181, 2.158)  -0.742
C (0.245, 0.244, 1.699)  0.536
N (0.037, -1.003, 2.178)  -0.830
N (1.242, 0.222, 0.724)  -0.343
O (0.936, 1.238, -0.268)  -0.354
C (0.183, 0.851, -1.279)  0.296
N (-0.101, -0.380, -1.564)  -0.331
N (-0.891, -0.733, -2.592)  -0.672
H (-0.684, -1.140, 2.928)  0.417
H (0.737, -1.719, 2.046)  0.382
H (1.347, -0.682, 0.233)  0.388
H (-0.087, 1.731, -1.878)  0.157
H (-1.312, -0.071, -3.300)  0.366
H (-0.927, -1.773, -2.754)  0.389

The frontier orbital gap is 9.2 eV. As for the spin multiplicity: 1. The SMILES is [H]/N=C(/N)NO/C=N/N. The HOMO energy comes out at -0.3018 Ha.

***

Record 2
Computed, not measured: a 2-piece molecular cluster, C6H14N2O2 overall, with the ωB97M-V functional and the def2-TZVPD basis.

Last column: natural (NBO) charge in e.
Positions of all 24 atoms, in Å:
C (-3.240, 0.988, -0.109)  -0.432
N (-2.451, -0.231, -0.250)  -0.620
C (-1.497, -0.378, -1.202)  0.677
C (-0.879, -1.788, -1.271)  -0.697
O (-1.129, 0.447, -2.013)  -0.634
H (-4.311, 0.767, -0.121)  0.199
H (-3.137, 1.488, 0.842)  0.194
H (-2.855, 1.641, -0.896)  0.241
H (-2.545, -0.927, 0.465)  0.398
H (-1.248, -2.107, -2.238)  0.237
H (0.212, -1.811, -1.254)  0.238
H (-1.274, -2.413, -0.463)  0.201
C (0.226, 1.183, 1.146)  -0.435
N (1.598, 1.074, 0.733)  -0.622
C (2.322, -0.053, 1.052)  0.672
C (3.472, -0.312, 0.102)  -0.695
O (1.819, -0.936, 1.731)  -0.632
H (-0.027, 2.157, 1.582)  0.201
H (-0.474, 0.817, 0.403)  0.206
H (0.051, 0.539, 2.015)  0.228
H (2.076, 1.853, 0.340)  0.392
H (3.165, -1.178, -0.489)  0.245
H (3.593, 0.577, -0.510)  0.208
H (4.349, -0.535, 0.722)  0.231

The frontier orbital gap is 10.3 eV. As for the spin multiplicity: 1. The SMILES is CNC(C)=O.CNC(C)=O. The HOMO energy comes out at -0.3488 Ha.

***

Record 3
Computed, not measured: one molecule with the formula C23H35N3O2, with the ωB97M-V functional and the def2-TZVPD basis.

Last column: natural (NBO) charge in e.
Positions of all 63 atoms, in Å:
C (-3.788, -2.497, 2.180)  -0.646
C (-3.450, -1.934, 0.825)  -0.125
C (-3.990, -0.728, 0.404)  -0.158
C (-3.684, -0.185, -0.836)  -0.074
C (-4.208, 1.177, -1.231)  -0.225
N (-3.381, 2.328, -0.909)  -0.446
C (-3.165, 2.613, 0.491)  -0.214
C (-2.000, 1.844, 1.128)  -0.428
C (-0.711, 2.076, 0.334)  -0.027
N (0.399, 1.362, 0.954)  -0.463
C (0.396, -0.080, 0.769)  -0.242
C (1.369, -0.730, 1.750)  -0.388
C (2.786, -0.181, 1.570)  -0.306
C (3.419, -0.672, 0.269)  0.689
O (2.839, -1.304, -0.589)  -0.634
N (4.732, -0.349, 0.165)  -0.610
C (5.527, -0.687, -0.969)  -0.063
C (6.580, 0.264, -1.449)  -0.430
C (6.974, -1.028, -0.788)  -0.429
C (2.729, 1.351, 1.620)  -0.393
C (1.707, 1.884, 0.617)  -0.217
C (-0.952, 1.741, -1.144)  -0.452
C (-2.168, 2.511, -1.674)  -0.211
C (-2.846, -0.903, -1.680)  -0.206
C (-2.273, -2.101, -1.291)  -0.067
C (-1.321, -2.846, -2.174)  -0.633
C (-2.572, -2.610, -0.024)  0.353
O (-1.987, -3.790, 0.337)  -0.682
H (-4.248, -3.483, 2.093)  0.214
H (-4.490, -1.844, 2.690)  0.229
H (-2.896, -2.583, 2.804)  0.213
H (-4.663, -0.198, 1.064)  0.197
H (-5.174, 1.344, -0.743)  0.197
H (-4.369, 1.202, -2.314)  0.200
H (-4.090, 2.409, 1.035)  0.196
H (-2.959, 3.689, 0.568)  0.186
H (-1.855, 2.179, 2.156)  0.212
H (-2.237, 0.782, 1.146)  0.210
H (-0.467, 3.145, 0.409)  0.185
H (-0.606, -0.466, 0.954)  0.208
H (0.693, -0.363, -0.251)  0.197
H (1.040, -0.526, 2.770)  0.205
H (1.369, -1.808, 1.584)  0.221
H (3.420, -0.544, 2.389)  0.218
H (5.187, 0.154, 0.910)  0.391
H (4.937, -1.236, -1.691)  0.247
H (6.733, 0.370, -2.511)  0.220
H (6.728, 1.179, -0.895)  0.210
H (7.398, -1.812, -1.394)  0.220
H (7.386, -0.980, 0.209)  0.210
H (3.707, 1.792, 1.413)  0.198
H (2.419, 1.656, 2.621)  0.213
H (1.680, 2.975, 0.675)  0.201
H (2.022, 1.599, -0.404)  0.166
H (-1.126, 0.672, -1.245)  0.217
H (-0.073, 2.006, -1.736)  0.206
H (-2.365, 2.232, -2.712)  0.197
H (-1.940, 3.586, -1.652)  0.185
H (-2.628, -0.518, -2.667)  0.208
H (-1.354, -2.463, -3.190)  0.211
H (-1.562, -3.907, -2.176)  0.225
H (-0.306, -2.742, -1.791)  0.234
H (-2.272, -4.029, 1.226)  0.482

The frontier orbital gap is 8.5 eV. As for the spin multiplicity: 1. The SMILES is Cc1cc(CN2CCC(N3CCC(C(=O)NC4CC4)CC3)CC2)cc(C)c1O. The HOMO energy comes out at -0.2867 Ha.

***

Record 4
Computed, not measured: C18H48AlAsCaClF12N5O5Si2 as an isolated structure, with the ωB97M-V functional and the def2-TZVPD basis.

Last column: Löwdin charge in e.
Positions of all 94 atoms, in Å:
C (-0.388, -1.108, 1.048)  -0.084
O (-0.491, -2.453, 0.582)  -0.180
C (0.691, -2.758, -0.108)  -0.151
C (0.673, -2.016, -1.479)  -0.223
N (-0.727, -1.741, -1.889)  0.166
C (-1.275, -2.688, -2.681)  -0.317
N (-2.598, -3.033, -2.543)  0.177
N (-0.521, -3.249, -3.625)  0.242
C (0.824, -3.664, -3.082)  -0.358
F (0.574, -4.765, -2.305)  0.072
O (1.461, -2.658, -2.483)  0.085
H (-0.608, -1.000, 2.102)  0.096
H (-1.133, -0.528, 0.501)  0.077
H (0.574, -0.676, 0.797)  0.057
H (1.555, -2.407, 0.439)  0.090
H (0.818, -3.829, -0.222)  0.119
H (1.099, -1.026, -1.340)  0.081
H (-0.804, -0.807, -2.286)  0.182
H (-2.875, -3.826, -1.991)  0.097
H (-3.307, -2.455, -2.949)  0.111
H (-0.997, -4.123, -3.852)  0.158
H (1.436, -3.998, -3.910)  0.173
O (0.649, 1.829, 0.789)  0.009
C (0.752, 2.690, 1.631)  -0.577
N (-0.273, 3.604, 1.775)  0.111
C (1.956, 2.853, 2.513)  0.002
H (-0.268, 4.380, 2.422)  0.085
H (-1.063, 3.454, 1.158)  -0.001
H (2.834, 3.001, 1.886)  0.095
H (2.095, 1.946, 3.095)  0.072
H (1.852, 3.701, 3.192)  0.074
F (-2.056, 3.354, -0.193)  -0.658
Ca (-0.892, 4.638, -0.863)  1.577
F (0.560, 9.462, 3.116)  -0.180
Al (-0.727, 8.606, 2.466)  -0.187
F (-2.191, 9.171, 3.031)  -0.169
F (-0.558, 6.946, 2.814)  -0.199
F (-0.675, 8.731, 0.755)  -0.224
F (2.702, -2.055, 2.427)  -0.272
As (3.887, -0.959, 1.740)  0.698
F (3.074, 0.371, 2.516)  -0.267
F (2.839, -0.789, 0.356)  -0.411
F (5.044, 0.118, 1.075)  -0.260
F (4.669, -2.306, 0.974)  -0.264
F (4.872, -1.174, 3.148)  -0.263
C (3.026, 6.969, -2.976)  0.009
N (3.665, 8.323, -2.935)  -0.368
C (3.564, 8.916, -4.301)  0.005
C (5.103, 8.174, -2.571)  0.024
C (2.952, 9.263, -1.978)  -0.091
C (2.961, 8.865, -0.525)  -0.213
O (2.309, 7.621, -0.335)  -0.066
H (3.406, 6.448, -3.852)  0.115
H (3.302, 6.412, -2.091)  0.106
H (1.951, 7.097, -3.051)  0.106
H (4.081, 8.267, -5.001)  0.112
H (4.028, 9.899, -4.289)  0.113
H (2.513, 8.998, -4.565)  0.114
H (5.178, 7.687, -1.604)  0.111
H (5.558, 9.161, -2.537)  0.118
H (5.588, 7.560, -3.325)  0.118
H (1.926, 9.330, -2.338)  0.145
H (3.438, 10.231, -2.089)  0.143
H (2.426, 9.631, 0.043)  0.145
H (3.984, 8.814, -0.142)  0.127
H (2.516, 7.312, 0.553)  0.116
O (-3.373, -7.368, 2.186)  -0.262
Si (-2.200, -7.183, 1.048)  0.348
C (-2.168, -5.417, 0.430)  -0.152
C (-2.523, -8.316, -0.409)  -0.163
C (-0.528, -7.591, 1.752)  -0.156
Si (-4.999, -7.217, 2.351)  0.341
C (-5.525, -7.653, 4.084)  -0.164
C (-5.884, -8.356, 1.157)  -0.164
C (-5.530, -5.458, 1.994)  -0.162
H (-3.095, -5.172, -0.100)  0.013
H (-1.330, -5.269, -0.257)  0.018
H (-2.054, -4.717, 1.258)  0.046
H (-2.623, -9.352, -0.080)  0.036
H (-1.697, -8.261, -1.122)  0.031
H (-3.441, -8.036, -0.931)  0.019
H (-0.491, -8.623, 2.105)  0.034
H (-0.285, -6.937, 2.591)  0.040
H (0.241, -7.463, 0.988)  0.036
H (-5.255, -8.682, 4.328)  0.033
H (-6.607, -7.552, 4.184)  0.033
H (-5.052, -6.995, 4.815)  0.035
H (-5.694, -8.065, 0.121)  0.021
H (-6.962, -8.323, 1.326)  0.033
H (-5.548, -9.387, 1.286)  0.036
H (-5.342, -5.194, 0.951)  0.018
H (-4.984, -4.753, 2.624)  0.038
H (-6.598, -5.335, 2.188)  0.033
Cl (3.009, 0.935, -1.501)  -0.474

The frontier orbital gap is 3.3 eV. As for the spin multiplicity: 1. The HOMO energy comes out at -0.2191 Ha.

***

Record 5
Computed, not measured: one molecule with the formula C2H4NO2P, with the ωB97M-V functional and the def2-TZVPD basis.

Last column: natural (NBO) charge in e.
Positions of all 10 atoms, in Å:
C (-0.684, 0.678, -0.169)  -0.097
C (-0.465, -0.799, 0.200)  -0.762
P (1.363, -1.183, 0.060)  1.040
O (1.790, 0.172, -1.013)  -0.543
N (1.596, 0.523, 0.286)  -0.114
O (0.404, 1.327, 0.509)  -0.372
H (-0.667, 0.639, -1.185)  0.180
H (-1.610, 1.029, 0.215)  0.205
H (-0.572, -0.871, 1.331)  0.228
H (-1.154, -1.515, -0.234)  0.237

The frontier orbital gap is 9.6 eV. As for the spin multiplicity: 1. The SMILES is C1Cp2on2O1. The HOMO energy comes out at -0.3483 Ha.

***

Record 6
Computed, not measured: a 2-piece molecular cluster, C8H17P overall, with the ωB97M-V functional and the def2-TZVPD basis.

Last column: natural (NBO) charge in e.
Positions of all 26 atoms, in Å:
C (-1.402, -3.723, -0.418)  -0.605
C (-1.887, -2.282, -0.427)  -0.392
C (-1.266, -1.224, 0.503)  -0.741
P (0.336, -0.870, -0.270)  0.633
C (1.080, 0.195, 0.766)  -0.344
C (0.420, 0.746, 1.976)  -0.670
C (2.369, 0.775, 0.170)  -0.655
H (-1.538, -4.012, 0.600)  0.202
H (-2.013, -4.296, -1.105)  0.212
H (-0.411, -3.834, -0.766)  0.211
H (-2.889, -2.279, -0.256)  0.194
H (-1.777, -1.822, -1.326)  0.189
H (-1.789, -0.247, 0.447)  0.225
H (-1.266, -1.591, 1.532)  0.219
H (1.118, 1.328, 2.542)  0.209
H (-0.404, 1.428, 1.734)  0.224
H (0.132, -0.048, 2.613)  0.227
H (3.074, -0.065, 0.427)  0.228
H (2.553, 1.687, 0.682)  0.206
H (2.327, 0.838, -0.878)  0.232
C (1.087, 3.553, -1.265)  -0.384
C (-0.035, 2.870, -1.491)  -0.373
H (1.594, 3.842, -2.129)  0.183
H (1.730, 3.552, -0.425)  0.188
H (-0.707, 2.471, -0.742)  0.191
H (-0.437, 3.008, -2.494)  0.193

The frontier orbital gap is 9.1 eV. As for the spin multiplicity: 1. The SMILES is CCCP=C(C)C.C=C. The HOMO energy comes out at -0.3057 Ha.

***

Among the records above, which one has the lowest frontier orbital gap?
C18H48AlAsCaClF12N5O5Si2

***

Among the records above, which one has the lowest HOMO?
C6H14N2O2